# 1
A molecular structure, C10H21Br2HfN3Si, computed with ωB97M-V/def2-TZVPD.

Each line ends with the Löwdin charge.
Element x y z (Å)
H  3.947  -1.817  -1.886  0.1115
H  -0.433  -1.566  0.928  0.1227
H  -1.567  -1.928  -1.259  0.1400
C  -0.140  0.112  2.449  -0.3535
H  -0.296  0.952  4.641  0.1648
H  0.826  -0.331  -1.251  0.0660
N  -0.165  -0.272  -1.622  0.0028
C  0.437  3.202  -0.383  -0.5241
H  1.616  5.203  -0.481  0.1304
H  2.250  -3.294  -3.466  0.1488
C  0.754  4.738  0.198  -0.0734
H  -0.063  -3.717  -2.733  0.1643
C  -0.983  0.412  3.862  -0.1303
C  1.826  -2.440  -2.778  -0.1945
Hf  -3.203  -1.041  4.448  1.9420
H  -2.080  -0.917  1.577  0.0325
H  1.538  0.185  1.438  0.0648
H  -1.992  0.985  3.637  0.0110
C  -0.708  -1.626  -2.017  -0.1836
H  0.624  -3.237  -0.999  0.1262
C  0.398  -2.834  -2.075  -0.1562
H  1.170  4.646  1.295  0.1357
Br  -1.763  3.157  1.622  0.8793
H  2.527  -1.565  -0.672  0.0418
N  -2.896  0.560  -0.800  -0.0483
H  3.062  -3.346  -1.026  0.1221
Si  -1.112  0.557  -0.369  0.4287
C  -0.633  2.318  0.141  -0.5037
H  1.779  -1.435  -3.419  0.1410
N  1.196  0.447  2.389  0.1848
Br  1.588  2.562  -1.874  1.0185
H  -0.250  5.337  0.150  0.1237
H  -1.305  -0.668  4.248  -0.1122
H  -3.295  -0.309  -0.333  0.0564
C  -1.009  -0.570  1.237  -0.2038
H  -3.325  1.346  -0.223  0.0414
C  2.917  -2.272  -1.522  -0.1186
H  -1.238  -1.533  -3.074  0.2008

The charge is +4. Its HOMO-LUMO gap is 3.265 eV. The total energy is -6041.19777 hartree. For the HOMO energy, the calculation gives -21.319 eV.

# 2
A molecular structure, C10H21Cl2PY, computed with ωB97M-V/def2-TZVPD.

Each line ends with the Löwdin charge.
Element x y z (Å)
Cl  1.325  -2.887  -0.591  -0.1824
H  -0.601  -3.167  2.772  0.0319
H  -0.127  1.794  -0.731  0.0779
C  -1.908  -0.077  -3.240  -0.2100
H  1.367  -1.252  3.946  0.0351
C  -1.810  0.413  2.800  -0.3087
P  -0.457  -0.782  2.430  0.7107
C  -1.325  -2.348  2.835  -0.3269
H  -2.109  -2.523  2.092  0.0324
Y  1.271  -0.427  -0.325  0.4006
H  -2.362  0.667  -1.229  0.0891
H  1.481  -0.913  -3.680  0.0933
C  0.743  0.515  -2.224  -0.5188
H  3.295  1.254  -1.370  -0.0249
H  -2.469  0.474  1.927  0.0245
H  -0.351  0.441  -4.716  0.1043
H  0.347  -1.666  -2.581  0.0243
H  -1.762  -2.306  3.842  0.0283
C  -1.777  0.975  -2.124  -0.2038
H  0.863  0.445  4.054  0.0076
H  -2.390  0.095  3.678  0.0332
Cl  1.798  1.323  1.365  -0.1408
C  -0.297  1.119  -1.654  -0.2630
H  -2.223  -1.038  -2.800  0.1027
H  1.666  1.228  -2.718  0.1295
H  3.405  -0.489  -2.301  -0.0021
C  0.544  -0.735  -3.143  -0.2549
H  -0.115  -0.835  4.871  0.0336
C  0.499  -0.585  3.995  -0.3284
H  -0.827  -1.286  -4.809  0.1032
C  3.011  0.121  -1.344  -0.3152
H  -2.098  1.973  -2.509  0.1003
H  -2.663  0.274  -3.936  0.0824
H  -1.367  1.399  2.975  0.0327
C  -0.630  -0.439  -4.103  -0.1975

The charge is -1. Its HOMO-LUMO gap (alpha / beta) is 5.980 / 5.642 eV. The total energy is -1693.67629 hartree. For the HOMO energy (alpha / beta), the calculation gives -2.914 / -2.539 eV.

# 3
A molecular structure, C10H21ClMnNO3P2, computed with ωB97M-V/def2-TZVPD.

Each line ends with the Mulliken spin population.
Element x y z (Å)
O  -1.631  -2.006  1.923  0.0029
P  -1.293  1.939  -0.318  -0.0017
C  -1.412  3.423  0.760  -0.0038
H  -2.976  0.298  -0.855  0.0004
H  4.099  -1.698  1.169  0.0006
H  3.756  -1.634  -1.700  0.0059
P  2.096  -1.030  -0.015  0.0146
H  -2.981  0.724  0.886  0.0007
H  -0.579  4.115  0.568  0.0003
C  2.941  -0.902  -1.622  0.0303
H  3.359  0.110  -1.731  0.0004
H  0.916  -2.956  -0.728  -0.0019
C  3.430  -0.827  1.212  0.0011
H  -3.844  -3.123  0.053  0.0009
H  2.220  -1.059  -2.436  0.0005
H  -2.600  -4.390  0.048  0.0003
O  0.544  0.958  2.937  0.0203
H  2.248  -3.446  0.382  0.0127
H  0.721  -2.703  1.018  0.0003
C  -1.988  -2.497  0.871  -0.0038
H  -2.069  3.246  -2.261  0.0058
C  1.464  -2.710  0.198  0.0390
H  -3.737  1.847  -0.299  0.0090
C  2.203  2.535  -0.642  0.0184
H  -2.361  3.954  0.590  -0.0012
H  4.007  0.084  0.994  -0.0008
Mn  0.176  0.228  0.066  2.9910
H  -1.363  3.116  1.814  -0.0005
H  -0.284  3.212  -2.131  0.0009
H  3.005  -0.736  2.220  0.0005
H  -1.148  1.782  -2.739  0.0003
C  -2.913  1.139  -0.137  0.0271
H  -3.334  -3.875  1.575  0.0004
C  -3.002  -3.533  0.601  -0.0013
Cl  -1.307  -1.943  -0.759  0.0008
N  1.499  1.589  -0.444  -0.0686
C  0.434  0.671  1.804  -0.1427
O  2.909  3.483  -0.855  0.0088
C  -1.202  2.613  -2.018  0.0322

The charge is +3. Its HOMO-LUMO gap (alpha / beta) is 5.479 / 5.624 eV. As for the spin multiplicity: 4. The total energy is -2966.78983 hartree. For the HOMO energy (alpha / beta), the calculation gives -20.637 / -20.792 eV.

# 4
A molecular structure, C10H21LaN3P, computed with ωB97M-V/def2-TZVPD.

Each line ends with the Löwdin charge.
Element x y z (Å)
H  -1.273  0.439  -1.267  0.0065
P  0.083  -3.883  1.059  0.3733
H  1.400  1.126  -1.015  0.0005
La  0.355  -1.030  0.740  1.1510
H  2.247  -0.428  2.796  0.0339
H  -0.525  4.028  -3.696  0.0660
H  -1.109  -4.320  0.353  -0.1350
H  -1.466  -1.120  5.267  0.1020
C  0.799  0.314  6.193  -0.0380
N  1.242  -0.264  4.926  -0.1255
H  -0.114  -4.669  2.245  -0.1497
C  0.567  -0.134  3.789  -0.4160
H  0.415  1.336  6.064  0.1048
C  0.641  1.661  -1.607  -0.2527
C  -0.774  1.303  -1.734  -0.2537
H  -2.418  2.262  -2.917  0.0627
H  -1.654  0.647  5.575  0.0837
C  -1.361  0.247  2.356  -0.1928
C  2.635  -0.710  4.847  -0.0398
H  1.813  3.327  -2.534  0.0624
H  -0.722  0.873  1.677  0.0535
H  -1.637  -0.797  1.994  -0.0064
C  -1.373  2.253  -2.614  -0.2051
H  -2.312  0.773  2.436  0.1014
H  2.708  -1.682  4.341  0.1014
C  -0.375  3.184  -3.026  -0.1883
N  -0.745  0.172  3.724  -0.1190
H  1.006  -4.785  0.411  -0.1701
H  1.670  0.346  6.853  0.0884
C  0.859  2.818  -2.414  -0.2046
H  3.270  0.019  4.319  0.1046
H  -2.680  -0.172  4.388  0.0955
H  0.036  -0.310  6.673  0.0825
N  1.236  -0.351  2.605  -0.2219
C  -1.672  -0.140  4.810  -0.0478
H  3.001  -0.817  5.871  0.0925

Its HOMO-LUMO gap (alpha / beta) is 4.313 / 4.288 eV. The total energy is -930.54734 hartree. For the HOMO energy (alpha / beta), the calculation gives -4.655 / -4.710 eV.

# 5
C10H21N2O2P in the gas phase, computed with ωB97M-V/def2-TZVPD.

Each line ends with the Löwdin charge.
Element x y z (Å)
N  -0.923  0.076  -0.355  -0.2577
H  3.585  2.578  0.409  0.0855
H  -1.335  2.099  1.510  0.1086
H  1.647  -0.703  0.480  0.0151
C  1.503  1.284  -1.189  -0.3215
O  0.515  -2.815  -0.205  -0.0452
C  0.537  -3.948  1.867  0.0224
H  -2.814  0.423  0.454  0.1127
C  -2.078  0.959  -0.159  -0.3131
H  2.688  2.317  1.912  0.0760
H  0.797  -1.481  -3.171  0.0698
H  0.049  -3.434  -2.121  0.1268
H  1.561  -3.574  1.880  0.0847
H  -0.052  -3.394  2.599  0.0931
H  1.987  3.302  0.581  0.0705
H  1.255  2.338  -1.358  0.0545
H  -2.842  3.981  1.364  0.0688
H  -0.383  0.002  0.501  0.0631
C  2.005  1.160  0.248  -0.4739
H  2.322  1.070  -1.889  0.0863
H  1.759  -1.401  -1.708  0.0752
H  0.515  -5.006  2.128  0.0888
H  -2.532  1.143  -1.138  0.0977
H  -1.104  -2.307  -1.367  0.1100
C  2.585  2.424  0.832  -0.0593
H  -3.205  3.669  -0.331  0.0732
O  -1.026  -4.424  0.088  0.0997
H  -3.878  2.611  0.918  0.0713
C  0.733  -1.363  -2.086  -0.3228
N  2.000  0.111  0.973  0.1362
C  -0.088  -3.787  0.509  -0.5322
C  -0.047  -2.538  -1.502  -0.2267
P  0.001  0.336  -1.764  0.9509
H  -0.984  2.815  -0.058  0.0945
C  -1.758  2.290  0.517  -0.2687
C  -2.994  3.187  0.628  -0.1144

Its HOMO-LUMO gap is 9.720 eV. Its SMILES is [H]/N=C(/C)CP(CCOC(C)=O)NCCC. The total energy is -994.98649 hartree. For the HOMO energy, the calculation gives -8.828 eV.

# 6
C10H21N5O4 in the gas phase, computed with ωB97M-V/def2-TZVPD.

Each line ends with the Löwdin charge.
Element x y z (Å)
C  0.711  3.811  2.129  -0.3881
H  1.190  2.973  2.676  0.1593
C  1.686  -0.775  -0.893  -0.4823
C  0.068  3.206  0.790  -0.2746
C  0.355  -1.373  1.220  -0.1245
H  -3.581  -4.321  -3.429  0.0639
H  -0.360  -2.871  -1.447  0.0824
H  -0.385  -4.132  -2.445  0.1100
H  2.691  4.791  1.644  0.1090
C  1.616  4.991  1.941  -0.0504
N  -1.291  2.854  1.060  0.0255
N  0.391  0.919  0.336  0.0970
O  2.458  0.069  -1.563  0.1356
C  -0.728  -3.115  -0.413  -0.2694
H  -1.509  -1.253  0.012  0.1130
C  -0.906  -2.005  0.513  -0.1948
C  -2.299  -4.126  -2.050  -0.5727
H  -3.991  -3.174  -2.288  0.0639
H  -1.849  3.639  0.929  0.0575
N  -1.424  -4.266  -2.999  0.0679
N  -3.637  -4.070  -2.475  0.0985
C  0.962  2.151  0.178  -0.3701
H  -1.541  -2.355  1.399  0.1347
O  -0.294  4.058  3.095  -0.0267
H  2.156  0.949  -1.245  0.0498
H  -2.789  -3.798  -0.197  0.0972
H  1.007  -2.213  1.511  0.1242
H  0.007  3.973  -0.054  0.1761
O  1.510  -1.888  -1.229  0.1289
H  -0.656  4.845  2.833  0.0444
H  1.687  5.378  2.996  0.0883
H  -1.378  2.548  2.138  0.1633
H  -0.565  1.095  0.686  0.1214
H  2.045  0.070  1.191  0.1903
C  1.167  -0.285  0.509  -0.2055
N  -1.957  -3.868  -0.717  0.0349
H  0.139  -3.815  -0.101  0.1490
H  -0.037  -0.856  2.171  0.1330
O  2.106  2.352  -0.360  0.0261
H  1.104  5.926  1.491  0.1140

Its HOMO-LUMO gap is 8.685 eV. Its SMILES is [H]/N=C(/N)NCCC[C@H](NC(=O)[C@@H](N)[C@@H](C)O)C(=O)O. The total energy is -968.32018 hartree. For the HOMO energy, the calculation gives -8.517 eV.

What did the first record say?
A molecular structure, C10H21Br2HfN3Si, computed with ωB97M-V/def2-TZVPD.

Each line ends with the Löwdin charge.
Element x y z (Å)
H  3.947  -1.817  -1.886  0.1115
H  -0.433  -1.566  0.928  0.1227
H  -1.567  -1.928  -1.259  0.1400
C  -0.140  0.112  2.449  -0.3535
H  -0.296  0.952  4.641  0.1648
H  0.826  -0.331  -1.251  0.0660
N  -0.165  -0.272  -1.622  0.0028
C  0.437  3.202  -0.383  -0.5241
H  1.616  5.203  -0.481  0.1304
H  2.250  -3.294  -3.466  0.1488
C  0.754  4.738  0.198  -0.0734
H  -0.063  -3.717  -2.733  0.1643
C  -0.983  0.412  3.862  -0.1303
C  1.826  -2.440  -2.778  -0.1945
Hf  -3.203  -1.041  4.448  1.9420
H  -2.080  -0.917  1.577  0.0325
H  1.538  0.185  1.438  0.0648
H  -1.992  0.985  3.637  0.0110
C  -0.708  -1.626  -2.017  -0.1836
H  0.624  -3.237  -0.999  0.1262
C  0.398  -2.834  -2.075  -0.1562
H  1.170  4.646  1.295  0.1357
Br  -1.763  3.157  1.622  0.8793
H  2.527  -1.565  -0.672  0.0418
N  -2.896  0.560  -0.800  -0.0483
H  3.062  -3.346  -1.026  0.1221
Si  -1.112  0.557  -0.369  0.4287
C  -0.633  2.318  0.141  -0.5037
H  1.779  -1.435  -3.419  0.1410
N  1.196  0.447  2.389  0.1848
Br  1.588  2.562  -1.874  1.0185
H  -0.250  5.337  0.150  0.1237
H  -1.305  -0.668  4.248  -0.1122
H  -3.295  -0.309  -0.333  0.0564
C  -1.009  -0.570  1.237  -0.2038
H  -3.325  1.346  -0.223  0.0414
C  2.917  -2.272  -1.522  -0.1186
H  -1.238  -1.533  -3.074  0.2008

The charge is +4. Its HOMO-LUMO gap is 3.265 eV. The total energy is -6041.19777 hartree. For the HOMO energy, the calculation gives -21.319 eV.